No. 1
{"formula": "C6H8", "method": "ωB97M-V with the def2-TZVPD basis set", "e_tot_ev": -6348.5474, "e_above_lowest_kcal_mol": 51.57, "species": ["C", "C", "C", "C", "C", "C", "H", "H", "H", "H", "H", "H", "H", "H"], "coordinates": [[0.033444, 1.705759, 1.734780], [-0.294724, 1.056784, 0.425573], [-0.540427, -0.282076, 0.266475], [-0.736547, -0.832571, -1.024776], [0.529139, -1.561702, -1.389854], [1.554734, -2.084482, -1.760788], [0.376121, 0.981810, 2.438383], [-0.753542, 2.259649, 2.170754], [0.834380, 2.459226, 1.620310], [-0.343048, 1.666145, -0.483378], [-0.607663, -1.083122, 1.124087], [-0.925614, -0.219082, -1.922423], [-1.622618, -1.564651, -1.046165], [2.496366, -2.501688, -2.152978]], "forces_ev_per_angstrom": [[1.202, 0.467, -0.988], [-0.566, -2.247, 0.221], [0.064, 2.542, 3.635], [-0.502, -3.399, -3.400], [0.032, -0.535, -0.550], [0.281, 0.050, -0.195], [0.189, -0.572, 0.576], [-1.239, 0.468, 0.377], [-0.124, -0.417, -0.106], [0.103, -0.118, 0.333], [0.443, 1.993, -1.467], [0.008, 0.597, 0.849], [1.304, 0.717, 0.103], [-1.193, 0.453, 0.612]]}

No. 2
{"formula": "C6H11N3", "method": "ωB97M-V with the def2-TZVPD basis set", "e_tot_ev": -10870.3165, "e_above_lowest_kcal_mol": 11.58, "species": ["C", "C", "C", "C", "C", "C", "H", "H", "H", "H", "H", "H", "H", "H", "H", "H", "H", "N", "N", "N"], "coordinates": [[-1.412230, -2.667855, 1.119492], [-0.512370, -0.544633, 0.633186], [0.094870, -0.903277, -0.529436], [0.748519, 0.305878, -1.011120], [0.550081, 1.305134, -0.113139], [1.007419, 2.719971, -0.100780], [-1.747096, -2.845605, 0.086806], [-0.406188, -3.118274, 1.208609], [-2.107257, -3.147151, 1.787199], [-2.227660, -0.798913, 1.625737], [0.056209, -1.829110, -1.065142], [0.942935, 0.046356, -3.025930], [1.893102, 1.263637, -2.436689], [1.867722, 2.824918, 0.557876], [0.176360, 3.359481, 0.224416], [1.342348, 3.090978, -1.084774], [-0.204092, 1.083661, 1.895808], [-1.293723, -1.258353, 1.520060], [1.468598, 0.378582, -2.211304], [-0.237547, 0.734572, 0.919125]], "forces_ev_per_angstrom": [[0.548, 0.202, 0.158], [0.188, -0.537, -0.131], [0.387, 0.961, -0.737], [-0.134, -0.299, 0.063], [-0.251, -0.683, 0.127], [-0.144, 0.056, -0.053], [-0.043, 0.315, 0.106], [-0.546, 0.060, 0.082], [-0.117, -0.338, 0.280], [1.144, -0.683, -0.109], [-0.102, -0.239, -0.012], [0.304, 0.164, 0.556], [-0.102, 0.131, 0.241], [0.003, 0.330, 0.249], [0.356, 0.080, 0.052], [-0.290, -0.379, 0.246], [-0.213, -0.478, -1.246], [-1.507, -0.538, 0.036], [-0.109, -0.578, -0.932], [0.629, 2.452, 1.023]]}

No. 3
{"formula": "C27H37N4O4S2", "method": "ωB97M-V with the def2-TZVPD basis set", "charge": 1, "e_tot_ev": -64414.8715, "e_above_lowest_kcal_mol": 9.16, "species": ["C", "C", "H", "H", "O", "C", "C", "C", "C", "C", "C", "N", "C", "N", "C", "O", "C", "C", "C", "C", "C", "C", "H", "H", "S", "O", "O", "N", "C", "C", "C", "H", "H", "C", "C", "H", "H", "C", "H", "H", "H", "H", "H", "H", "H", "H", "H", "H", "C", "H", "H", "C", "H", "C", "N", "C", "H", "H", "H", "C", "H", "H", "H", "H", "H", "H", "H", "S", "H", "H", "H", "H", "H", "H"], "coordinates": [[-1.685273, -4.800966, -1.083918], [-1.514171, -3.938435, 0.161172], [-1.533233, -4.547623, 1.071348], [-2.317872, -3.199642, 0.210530], [-0.324634, -3.155821, 0.115553], [0.868038, -3.733614, 0.310369], [1.117757, -5.047626, 0.694444], [2.413149, -5.521480, 0.866097], [3.524409, -4.724851, 0.661598], [3.295242, -3.414537, 0.286613], [1.992644, -2.905059, 0.114499], [1.932241, -1.599252, -0.256896], [3.084583, -1.075811, -0.394426], [3.322025, 0.250735, -0.724629], [2.372636, 1.218294, -0.638693], [2.698832, 2.411054, -0.725131], [0.962076, 0.836177, -0.409877], [0.221493, 0.181798, -1.392425], [-1.096778, -0.147776, -1.146619], [-1.666349, 0.170708, 0.072466], [-0.948400, 0.841286, 1.041353], [0.368672, 1.189709, 0.797055], [0.942413, 1.708443, 1.551039], [-1.426358, 1.062545, 1.982468], [-3.385156, -0.254725, 0.398383], [-3.591739, -0.097480, 1.807223], [-3.653047, -1.528979, -0.203356], [-4.145266, 0.918381, -0.475262], [-4.961845, 0.545584, -1.608043], [-6.364576, 0.062170, -1.241617], [-7.129157, 1.034759, -0.344650], [-8.161879, 0.686571, -0.280515], [-7.147399, 2.028482, -0.797205], [-6.544659, 1.107433, 1.068791], [-5.468092, 2.175744, 1.263723], [-4.996363, 1.990876, 2.228916], [-5.928931, 3.165317, 1.293138], [-4.387751, 2.186537, 0.169034], [-3.435988, 2.513187, 0.599674], [-4.656836, 2.893897, -0.619928], [-7.343383, 1.316235, 1.783169], [-6.121044, 0.135637, 1.329165], [-6.274542, -0.898790, -0.731896], [-6.918050, -0.096896, -2.169590], [-4.432179, -0.256759, -2.124471], [-5.018860, 1.414033, -2.272256], [-1.686157, -0.674497, -1.878920], [0.681952, -0.072698, -2.334140], [4.677680, 0.625723, -1.102289], [4.599522, 1.459279, -1.805587], [5.108942, -0.222631, -1.635148], [5.568157, 1.001731, 0.100122], [6.473544, 0.396357, 0.079888], [5.993812, 2.467921, 0.097879], [4.857722, 3.393471, 0.309914], [5.113665, 4.720733, -0.263888], [5.985775, 5.176372, 0.204691], [5.285704, 4.640308, -1.334986], [4.249198, 5.361264, -0.103680], [4.497419, 3.508186, 1.729112], [4.322478, 2.524382, 2.157803], [5.297488, 3.997963, 2.284100], [3.586362, 4.094367, 1.828872], [3.987514, 2.976387, -0.200349], [6.739651, 2.641628, 0.877646], [6.452045, 2.699262, -0.865684], [5.046926, 0.750699, 1.024831], [4.454999, -2.160576, -0.051838], [4.524086, -5.105498, 0.787956], [2.553807, -6.548650, 1.164593], [0.298634, -5.725334, 0.869494], [-0.878936, -5.524287, -1.185863], [-1.698219, -4.169286, -1.967961], [-2.630160, -5.332012, -1.022999]], "forces_ev_per_angstrom": [[0.206, 0.252, 0.300], [-0.448, -0.312, -0.126], [0.025, 0.098, -0.018], [0.198, -0.244, 0.097], [0.231, 0.211, -0.025], [0.441, -0.069, 0.035], [-0.434, 0.203, -0.045], [0.330, 0.096, -0.024], [0.066, -0.243, 0.055], [-0.492, 0.264, -0.058], [0.540, -0.843, 0.266], [0.030, 0.632, -0.268], [0.127, -1.478, 0.413], [0.055, 0.596, -0.414], [-0.050, 0.027, 0.122], [-0.132, 0.024, -0.042], [-0.636, 0.388, 0.071], [-0.160, 0.259, 0.107], [0.110, 0.004, -0.219], [-0.378, -0.114, 0.381], [-0.144, -0.070, 0.180], [0.259, -0.026, -0.318], [0.037, 0.057, 0.078], [0.017, 0.054, 0.133], [0.570, 0.473, -0.414], [0.022, 0.319, -0.076], [-0.074, 0.168, -0.352], [0.333, -0.874, 0.616], [-0.401, -0.637, -0.427], [0.094, 0.303, -0.107], [0.023, -0.298, 0.092], [-0.011, 0.088, -0.048], [-0.110, 0.102, -0.063], [-0.026, 0.270, -0.040], [-0.009, -0.135, 0.015], [-0.012, 0.138, 0.017], [0.016, 0.034, 0.034], [0.032, 0.428, 0.555], [-0.074, 0.234, -0.044], [0.122, -0.105, 0.007], [0.038, -0.080, 0.039], [-0.121, -0.032, 0.090], [-0.056, -0.059, -0.041], [0.015, -0.080, -0.033], [-0.115, 0.115, -0.206], [0.089, -0.039, 0.076], [-0.014, -0.084, -0.186], [0.037, -0.115, -0.086], [0.192, 0.103, 0.016], [0.027, -0.154, 0.018], [-0.064, 0.118, -0.034], [-0.073, 0.215, -0.101], [0.040, 0.041, 0.077], [0.465, -0.589, -0.033], [-0.452, -0.155, -0.359], [0.087, 0.619, -0.288], [0.001, -0.089, 0.044], [0.002, -0.115, 0.018], [-0.029, -0.062, 0.058], [-0.204, 0.007, 0.641], [0.014, -0.037, -0.074], [0.043, -0.011, -0.106], [0.005, -0.004, -0.093], [0.476, 0.191, 0.257], [-0.072, 0.132, -0.063], [-0.063, 0.112, 0.064], [0.048, -0.061, 0.056], [-0.458, 0.209, -0.072], [0.095, -0.104, 0.033], [-0.002, -0.099, 0.031], [-0.118, -0.041, -0.010], [0.005, -0.079, -0.046], [-0.021, 0.045, -0.117], [-0.113, -0.093, -0.016]]}